[1]
Formula: C4H20O5S
Source: the OMol25 dataset
Level of theory: the ωB97M-V functional and the def2-TZVPD basis

```
30
Properties=species:S:1:pos:R:3:forces:R:3:lowdin_charge:R:1
C -0.781 -3.203 -1.498 0.0535 1.6237 1.0149 -0.089
C -0.243 -1.956 -0.670 0.0642 -1.9541 -1.2292 -0.348
C -0.035 -2.212 0.820 0.1118 0.8274 0.0777 -0.477
S 0.725 -0.640 1.390 0.3217 -0.0790 0.3665 0.809
C 1.802 -1.136 2.768 -0.2326 0.2191 0.1112 -0.402
H -0.293 -4.112 -1.161 -0.2314 -0.2171 0.0335 0.062
H -1.848 -3.150 -1.281 -0.0895 -0.9290 -0.3363 0.066
H -0.601 -3.077 -2.574 -0.1263 0.0562 0.3327 0.068
H -0.991 -1.179 -0.795 0.2137 0.4215 -0.0333 0.083
H 0.705 -1.698 -1.146 -0.0456 0.4853 0.3290 0.090
H 0.614 -3.055 1.065 0.0804 0.1037 -0.2781 0.079
H -0.974 -2.336 1.359 -0.0688 -0.1546 -0.1427 0.075
H 2.088 -2.174 2.621 0.0697 -0.0282 0.2061 0.028
H 2.697 -0.515 2.756 0.0298 -0.0547 -0.2114 0.021
H 1.332 -0.966 3.739 -0.0818 -0.3315 -0.1323 0.030
O -1.145 1.640 -2.411 -0.5195 -0.7922 0.0272 -0.058
H -0.717 0.994 -1.846 1.2568 0.4700 0.7794 0.001
H -1.805 0.998 -2.677 -1.0446 0.4071 -0.9614 0.042
O 3.570 2.166 0.636 -0.0457 0.0201 0.1967 -0.049
H 3.521 2.005 -0.312 0.1886 -0.0388 0.1827 0.026
H 2.772 1.799 1.043 0.2040 0.0312 -0.2411 0.018
O -1.311 3.269 1.323 0.2146 0.1722 -0.6879 -0.059
H -1.336 3.569 0.402 -0.3971 0.0599 0.2735 0.031
H -0.418 2.913 1.344 0.1151 -0.3298 0.3537 0.013
O -3.917 2.003 -0.905 -0.5189 -0.2037 0.0034 -0.068
H -3.767 1.874 0.043 0.4124 0.2647 -0.4702 0.038
H -3.128 2.347 -1.335 0.2342 -0.0912 0.4731 -0.001
O 0.888 1.696 -0.774 0.5033 0.0668 0.2298 -0.092
H 0.750 2.538 -1.217 0.0113 0.0505 -0.1867 0.055
H 1.850 1.595 -0.707 -0.6833 -0.0756 -0.0806 0.010
```
Positions in Å, forces in eV/Å.

- Structure (SMILES): CCCSC.O.O.O.O.O
- Lowest unoccupied orbital energy: 0.2 eV
- Total energy: -938.74354 hartree
- Spin multiplicity: 1
- HOMO level: -8.73 eV


[2]
Formula: C19H18Cl28F9NO6PS2
Source: the OMol25 dataset
Level of theory: the ωB97M-V functional and the def2-TZVPD basis

```
84
Properties=species:S:1:pos:R:3:forces:R:3:lowdin_charge:R:1
C -1.466 -2.165 -0.020 1.3202 1.2242 -0.1904 -0.054
C 0.126 -2.386 -0.081 1.7611 -3.2176 1.0337 -0.386
O 0.654 -3.444 0.370 -2.2189 3.9692 -1.9045 0.018
O 1.006 -1.422 -0.657 -2.2345 -0.0816 1.5277 -0.135
C 0.947 -0.195 0.155 1.1259 1.0133 1.0202 -0.160
C 1.808 1.015 -0.533 -0.4273 -2.3756 -0.0627 -0.222
N 0.806 2.012 -1.019 1.0636 0.6322 0.8634 -0.268
C 0.848 2.250 -2.492 -0.2200 1.2009 -0.9130 -0.764
Cl -0.438 3.464 -3.083 0.7948 -1.3410 1.0613 0.587
P 0.312 0.598 -3.347 0.5012 -0.3690 -1.1948 0.396
S 1.780 -0.389 -4.145 -0.2478 -0.1067 0.2183 0.161
C 2.255 2.819 -3.054 4.1015 5.1584 -4.0029 -0.604
O 3.377 2.218 -2.962 -3.6601 -0.2722 1.3262 -0.108
O 2.259 4.045 -3.732 -1.5951 -5.4783 3.2349 -0.226
S 0.655 3.417 -0.062 -4.2933 6.5719 -3.4595 0.815
O -0.831 3.713 0.112 4.1331 -2.1428 0.4440 -0.342
O 1.304 4.665 -0.636 -0.5658 -4.4539 2.0811 -0.287
C 1.314 3.273 1.683 1.8239 -1.2119 1.3897 -0.294
F 1.040 2.017 2.313 0.8142 2.5575 -1.4292 0.045
F 2.743 3.467 1.612 -3.4525 -0.5641 0.5504 0.041
C 0.643 4.393 2.665 -2.1288 1.2048 -0.9325 -0.218
F -0.644 3.912 3.093 3.4018 0.9551 -0.7532 0.074
F 0.382 5.620 1.996 0.9838 -2.9335 1.5776 0.090
C 1.544 4.749 3.944 -0.4078 2.5071 0.6963 -0.177
F 0.738 5.621 4.766 1.6862 -2.2070 -1.8544 0.072
F 2.671 5.554 3.570 -2.6671 -2.6316 0.9125 0.096
C 1.935 3.510 4.883 1.7128 -1.2053 2.3969 -0.304
F 3.067 2.785 4.406 -3.1880 1.8740 0.9574 0.096
F 2.324 4.047 6.151 -0.9305 -1.2746 -3.1095 0.081
F 0.884 2.609 5.145 2.5500 2.3825 -1.0490 0.114
H -2.012 -2.887 -0.714 0.9885 0.8103 1.1710 0.071
H -1.763 -2.257 1.080 0.3328 -0.0933 -1.7521 0.080
H -1.686 -1.096 -0.373 0.1234 -1.5765 0.5111 0.067
H -0.126 0.171 0.336 1.5358 -0.6207 -0.3382 0.125
H 1.456 -0.446 1.152 -0.8928 0.2886 -1.2554 0.122
H 2.402 0.482 -1.388 -2.1537 2.0599 1.4785 -0.047
H 2.616 1.428 0.165 -1.3290 -0.4644 -1.0089 0.132
H -0.597 0.926 -4.431 0.2659 0.2622 1.2500 -0.024
H -0.468 -0.203 -2.432 0.2259 0.9365 -0.1905 -0.019
C -2.834 5.596 -5.412 0.0924 -0.1969 0.1492 -1.568
Cl -4.292 6.014 -6.327 0.0669 0.0643 -0.0251 0.504
Cl -2.960 6.174 -3.745 0.0539 -0.0392 -0.1881 0.517
Cl -2.555 3.851 -5.443 -0.1967 0.2148 -0.2038 0.503
H -1.984 6.084 -5.882 -0.1913 -0.1587 0.1297 -0.062
C -0.058 -6.744 -0.179 0.0833 0.1516 -0.0692 -1.516
Cl -1.501 -6.051 0.571 0.1028 -0.0880 -0.0710 0.505
Cl 0.619 -8.020 0.845 -0.1843 0.3297 -0.2118 0.484
Cl -0.434 -7.372 -1.791 0.0282 0.0562 0.0776 0.522
H 0.687 -5.956 -0.283 -0.1919 -0.0830 0.0642 0.004
C 0.465 8.721 -5.682 0.2738 -0.4976 0.2894 -1.511
Cl -1.223 8.465 -6.151 0.0330 0.3320 -0.0794 0.543
Cl 1.222 7.188 -5.232 -0.1888 0.2385 0.0008 0.581
Cl 1.363 9.499 -6.997 -0.0586 0.1043 -0.0092 0.520
H 0.484 9.380 -4.817 -0.0457 -0.0877 -0.2277 0.019
C 0.784 -9.413 4.812 -0.0558 0.1932 -0.1006 -1.527
Cl 0.912 -7.684 5.157 -0.0596 -0.2121 -0.0431 0.534
Cl 1.428 -9.775 3.205 0.0296 -0.2534 0.4261 0.495
Cl 1.628 -10.359 6.048 -0.0265 -0.0098 -0.0418 0.526
H -0.269 -9.689 4.829 0.2273 0.0448 0.0052 0.013
C -4.855 -7.909 2.542 0.0784 0.0370 -0.0367 -1.529
Cl -4.831 -6.283 1.845 -0.1011 -0.3047 0.1313 0.480
Cl -3.212 -8.555 2.673 -0.1487 -0.0020 -0.0393 0.506
Cl -5.646 -7.896 4.125 0.0085 -0.0293 -0.1179 0.516
H -5.425 -8.558 1.879 0.1270 0.1330 0.1513 0.017
C -5.532 -2.030 0.819 -0.0313 0.0690 -0.0748 -1.511
Cl -7.146 -2.641 0.427 0.1126 0.0430 0.0825 0.524
Cl -4.346 -3.343 0.791 -0.2906 0.1536 0.0511 0.524
Cl -5.064 -0.745 -0.303 -0.0233 -0.1129 0.1575 0.542
H -5.559 -1.614 1.825 0.0108 -0.1028 -0.2127 0.020
C -1.599 11.455 -8.971 -0.0322 -0.0787 0.0392 -1.551
Cl -2.935 10.304 -9.102 0.1439 0.0879 0.0163 0.508
Cl -1.222 12.155 -10.553 0.0164 -0.0532 0.1030 0.511
Cl -1.986 12.728 -7.804 0.0712 -0.1133 -0.0637 0.510
H -0.719 10.920 -8.614 -0.1829 0.0919 -0.0435 -0.029
C 1.948 -11.618 9.750 0.0358 0.0372 0.0358 -1.554
Cl 3.071 -10.284 10.053 -0.1207 -0.1168 -0.0843 0.515
Cl 2.778 -13.174 9.885 -0.0763 0.1086 -0.0588 0.514
Cl 0.578 -11.544 10.868 0.0800 -0.0041 -0.1327 0.516
H 1.567 -11.520 8.735 0.0615 -0.0150 0.2247 -0.030
C 4.980 -1.622 -0.635 -0.2095 0.1154 -0.2208 -1.473
Cl 6.524 -0.918 -0.131 -0.0107 -0.0775 -0.0214 0.516
Cl 4.062 -2.180 0.773 0.0667 -0.0527 -0.0311 0.547
Cl 4.037 -0.451 -1.569 2.0154 -1.0580 -0.2131 0.660
H 5.186 -2.481 -1.271 -0.0261 0.1538 0.1850 0.018
```
Positions in Å, forces in eV/Å.

- Lowest unoccupied orbital energy: 1.3 eV
- Net charge: -1
- Total energy: -16162.67521 hartree
- Spin multiplicity: 1
- HOMO level: -5.11 eV


[3]
Formula: C45H76BrClN13O2PS3
Source: the OMol25 dataset
Level of theory: the ωB97M-V functional and the def2-TZVPD basis

```
142
Properties=species:S:1:pos:R:3:forces:R:3:lowdin_charge:R:1
C -1.140 -3.639 -2.358 -0.1432 0.4489 -0.0355 -0.113
C -0.362 -3.109 -1.158 -0.2836 -0.7012 0.0824 -0.302
C -0.995 -3.498 0.177 0.4045 -0.2043 0.4030 -0.220
C -0.163 -2.919 1.356 -0.2287 0.6883 -0.9763 -0.152
C -1.022 -2.314 2.464 0.4624 -0.4128 -0.9937 -0.317
C -0.417 -2.237 3.888 -2.0981 -0.6872 0.1888 -0.467
C 0.748 -1.280 4.106 0.9525 -0.3413 0.6226 -0.135
C 1.056 -1.037 5.612 -0.9327 -0.2889 -0.4695 -0.158
C 0.323 0.203 6.190 0.5711 -0.6604 0.3539 -0.176
C 1.264 1.270 6.745 -0.0631 -0.6290 -0.0101 -0.222
N 2.002 2.098 5.761 -0.5746 0.8768 0.6103 -0.180
C 2.492 3.276 6.555 0.9206 -0.1353 -0.8010 -0.197
C 3.289 4.332 5.758 -0.2725 0.8228 0.8169 -0.171
C 2.479 5.624 5.406 0.5585 -0.3789 -0.7248 -0.235
C 2.395 5.888 3.881 -0.4473 0.1441 0.4330 -0.108
C 1.158 2.627 4.735 0.2942 -0.4661 -0.5840 -1.112
S -0.292 3.324 4.967 -0.1550 0.0571 -0.0775 0.721
S 1.763 2.469 3.096 0.1113 0.1882 0.5598 0.899
C 3.394 1.675 3.157 0.8352 -0.1801 -0.2294 -0.448
C 4.113 1.984 1.815 -0.2148 0.4764 0.4152 -0.298
C 5.048 3.228 1.920 -0.9351 -0.5475 -0.3429 -0.090
C -0.302 -3.669 4.441 1.2064 -0.0603 0.7301 -0.384
S 1.315 -4.479 4.146 -0.3449 -0.3796 -0.1216 0.885
C 2.047 -4.846 5.778 0.8508 0.7483 -0.1361 -0.506
C 3.145 -3.802 6.127 -0.5409 -0.1159 -0.0269 -0.166
N -1.576 -1.653 4.626 -0.3216 0.8170 -0.8361 0.115
C -2.093 -0.627 3.750 1.8952 -1.8384 -0.4596 -0.517
O -2.719 0.269 4.141 -1.7989 2.4524 0.6468 0.147
C -1.696 -0.945 2.261 0.0987 0.4915 -0.6266 -0.759
Br -0.602 0.442 1.382 0.2100 0.0172 0.7034 0.750
P -3.302 -0.904 1.266 -0.9627 -0.9786 0.5001 0.598
O -3.920 0.571 1.574 0.8260 -0.0976 -0.8865 -0.365
Cl -2.702 -0.765 -0.731 -0.2549 0.2258 0.4258 0.302
H -2.123 -3.165 -2.423 -0.0460 -0.0842 0.0463 0.048
H -0.620 -3.404 -3.288 0.0302 -0.1170 -0.0293 0.061
H -1.285 -4.719 -2.296 0.0858 -0.0120 0.0053 0.048
H -0.254 -2.026 -1.191 0.0816 0.0015 -0.1683 0.042
H 0.635 -3.558 -1.189 0.1016 0.2107 0.0305 0.098
H -1.009 -4.593 0.282 -0.1454 0.2907 -0.1235 0.080
H -2.037 -3.169 0.237 0.0218 -0.0003 -0.0931 0.055
H 0.486 -3.725 1.696 0.0521 0.2239 0.4083 0.086
H 0.460 -2.128 0.922 0.2477 -0.1098 0.2547 0.075
H -1.881 -3.003 2.504 0.0219 0.0407 0.5239 0.135
H 0.561 -0.298 3.671 -0.0205 -0.1919 -0.3413 0.055
H 1.638 -1.725 3.652 -0.1100 0.1673 -0.2973 0.102
H 2.129 -1.016 5.800 0.0086 0.2194 -0.1243 0.100
H 0.666 -1.920 6.124 0.2511 0.0554 0.2487 0.089
H -0.247 -0.162 7.046 -0.1346 0.2211 0.0200 0.116
H -0.414 0.566 5.482 0.0643 0.2880 0.0348 0.060
H 0.742 1.875 7.495 -0.1618 0.2397 -0.3082 0.108
H 2.034 0.729 7.307 0.0889 0.1345 -0.0120 0.121
H 3.135 2.840 7.321 -0.1109 0.0432 0.0863 0.119
H 1.648 3.798 7.017 -0.0751 -0.2506 0.1639 0.097
H 4.078 4.681 6.431 0.1261 -0.2598 -0.0328 0.104
H 3.798 3.943 4.881 -0.1423 -0.1973 -0.0178 0.068
H 1.494 5.555 5.864 -0.1013 0.0756 -0.1389 0.074
H 2.969 6.495 5.842 0.0518 -0.1402 0.2264 0.093
H 2.642 6.927 3.665 -0.0452 0.0048 -0.0957 0.065
H 3.078 5.256 3.319 0.0428 0.0019 -0.0220 0.040
H 1.385 5.701 3.512 0.0615 -0.0574 -0.1202 0.055
H 3.327 0.603 3.342 -0.3811 -0.0193 -0.0926 0.069
H 4.030 2.070 3.947 -0.3713 0.0672 0.2324 0.060
H 3.348 2.176 1.059 0.1513 -0.1499 -0.1695 0.057
H 4.694 1.120 1.493 -0.1278 -0.1208 0.0315 0.095
H 4.906 3.702 2.892 0.1812 0.1234 -0.0553 0.045
H 4.757 3.931 1.132 0.4587 -0.0065 0.2321 0.035
H 6.080 2.903 1.810 0.1099 0.2897 0.0060 0.068
H -1.082 -4.322 4.055 -0.0656 0.1462 -0.2668 0.084
H -0.446 -3.652 5.524 0.0762 0.0766 -0.0275 0.080
H 2.538 -5.811 5.680 -0.3101 -0.1790 -0.1092 0.054
H 1.303 -4.906 6.570 -0.1591 -0.0973 -0.1470 0.070
H 4.047 -4.260 6.531 -0.1218 -0.0384 0.2077 0.064
H 2.734 -3.075 6.827 0.2574 0.0385 0.0666 0.053
H 3.431 -3.265 5.225 0.0667 0.0227 -0.0162 0.047
H -2.382 -2.277 4.706 0.4083 -0.3742 0.3755 0.149
H -3.321 1.259 1.225 -0.1244 0.0657 0.4046 0.028
C -2.689 -7.602 -1.995 -0.1731 -0.0946 -0.3649 -0.071
C -2.044 -7.273 -0.733 0.0406 0.0199 0.0373 -0.273
N -1.534 -7.008 0.260 -0.0669 -0.0721 -0.0328 0.143
H -2.292 -6.995 -2.808 0.0892 0.0668 0.1136 0.074
H -2.534 -8.649 -2.254 0.0750 -0.0027 0.1261 0.082
H -3.764 -7.428 -1.944 0.0312 0.0456 0.1343 0.083
C -1.854 0.937 -3.567 -0.2311 0.0705 0.3348 -0.100
C -0.955 0.939 -4.712 0.0258 -0.0385 -0.0153 -0.258
N -0.244 0.940 -5.615 -0.0170 0.0713 0.0907 0.130
H -2.449 0.026 -3.529 0.0849 -0.0550 -0.2243 0.021
H -1.304 1.013 -2.629 0.1763 0.0079 -0.1196 0.055
H -2.550 1.776 -3.607 0.0729 0.0417 -0.1206 0.062
C -5.613 3.625 -0.083 -0.2433 0.0083 0.3054 -0.062
C -4.719 3.629 -1.231 0.0285 -0.0147 -0.0346 -0.261
N -4.012 3.632 -2.136 -0.0024 -0.0524 0.0853 0.151
H -6.202 2.709 -0.046 0.0875 -0.0394 -0.1041 0.079
H -5.056 3.698 0.851 0.1053 0.0007 -0.0811 0.084
H -6.306 4.465 -0.121 0.0761 0.0355 -0.1262 0.085
C 1.665 -5.098 -5.846 0.0222 0.0398 -0.1483 -0.098
C 1.707 -5.311 -4.405 0.0517 0.0104 0.0380 -0.274
N 1.740 -5.479 -3.269 0.0087 0.0081 -0.0612 0.139
H 1.914 -4.069 -6.102 -0.0302 0.0163 0.1025 0.086
H 2.374 -5.745 -6.361 0.0429 -0.0372 0.1433 0.076
H 0.677 -5.302 -6.248 -0.0589 0.0259 0.1635 0.056
C 2.397 2.400 -2.298 -0.4171 -0.2806 -0.1313 -0.095
C 3.084 3.457 -1.577 0.0383 0.0082 0.0473 -0.259
N 3.625 4.273 -0.977 -0.0516 0.0070 -0.0863 0.144
H 3.042 1.538 -2.449 0.1036 0.1009 0.0304 0.053
H 1.520 2.058 -1.749 0.0919 0.0574 0.1559 0.063
H 2.062 2.730 -3.278 0.1096 0.1570 0.0339 0.053
C -3.686 6.894 -3.549 -0.0057 -0.2869 -0.1374 -0.091
C -3.928 8.291 -3.217 0.0448 0.0360 0.0292 -0.287
N -4.122 9.392 -2.954 -0.0066 -0.0689 -0.0326 0.111
H -3.718 6.262 -2.664 -0.0305 0.0946 0.0466 0.052
H -4.435 6.514 -4.249 0.1296 0.2176 0.2709 0.015
H -2.708 6.760 -4.011 0.0214 0.1582 0.0351 0.084
C 1.058 -7.394 -9.206 0.0685 -0.3847 -0.0721 -0.065
C 0.832 -5.984 -8.923 -0.0415 0.0720 -0.1266 -0.277
N 0.654 -4.872 -8.701 0.0146 -0.1265 -0.1080 0.148
H 1.076 -7.981 -8.288 -0.0252 0.1241 0.0592 0.083
H 0.272 -7.797 -9.842 -0.0537 0.1345 0.0100 0.084
H 2.009 -7.545 -9.716 0.0085 0.1440 0.0106 0.085
C 2.302 3.066 -6.778 -0.2846 0.0118 -0.3645 -0.078
C 3.300 2.748 -5.769 0.0336 -0.0042 -0.0063 -0.273
N 4.080 2.499 -4.964 -0.0069 -0.0125 -0.1128 0.141
H 1.675 3.899 -6.461 0.0731 -0.0189 0.1289 0.083
H 2.771 3.343 -7.721 0.1529 0.0028 0.0864 0.079
H 1.649 2.212 -6.965 0.0561 -0.0391 0.1880 0.052
C -6.288 -0.820 -2.186 -0.2627 0.0291 0.3437 -0.070
C -5.404 -0.852 -3.341 0.0525 0.0000 -0.0030 -0.279
N -4.702 -0.878 -4.249 -0.0436 -0.0213 0.0576 0.145
H -6.884 -1.730 -2.122 0.0724 -0.0354 -0.1175 0.084
H -5.719 -0.729 -1.261 0.1407 -0.0105 -0.1026 0.048
H -6.975 0.024 -2.241 0.0670 0.0241 -0.1390 0.082
C -5.319 5.645 -8.031 0.0201 0.0835 -0.4072 -0.065
C -5.360 5.342 -6.608 -0.0201 -0.0598 0.0459 -0.248
N -5.391 5.103 -5.486 -0.1516 -0.1022 -0.2839 0.142
H -5.037 6.683 -8.203 0.0031 0.0055 0.1497 0.085
H -4.596 5.013 -8.545 0.0211 -0.0590 0.1386 0.084
H -6.291 5.483 -8.495 -0.0401 -0.0372 0.1376 0.084
C 4.222 -1.883 -1.616 0.3795 -0.1893 -0.0425 -0.055
C 2.943 -1.217 -1.430 -0.0598 -0.0235 0.0227 -0.246
N 1.931 -0.695 -1.284 0.0941 0.0523 0.0092 0.170
H 4.357 -2.683 -0.889 -0.1501 0.0316 0.0388 0.086
H 4.295 -2.323 -2.610 -0.1469 0.0467 -0.0128 0.083
H 5.050 -1.184 -1.500 -0.1127 0.1054 0.0174 0.084
```
Positions in Å, forces in eV/Å.

- Lowest unoccupied orbital energy: 0.2 eV
- Total energy: -7192.59699 hartree
- Spin multiplicity: 1
- HOMO level: -8.23 eV


Question: Number 3 is which compound?
Answer: C45H76BrClN13O2PS3


Question: Number 1 is which compound?
Answer: C4H20O5S